74
Properties=species:S:1:pos:R:3:forces:R:3 method="wB97M-V/def2-TZVPD" e_homo_ev=-15.52 de_lowest_kj_mol=324.8 charge=+3 orbital_gap_ev=4.9510 energy_ev=-143461.75944 multiplicity=1
Sc 0.9816 -0.3185 -0.6903 -2.8 1.1 2.0
P 0.2424 1.0578 2.0224 -0.2 0.4 1.3
P 0.4797 -2.1782 1.2516 0.2 -1.7 1.2
P -0.6093 2.0102 -0.8735 -0.6 2.0 -1.2
H -0.9958 -3.7840 -4.8500 -0.2 -0.5 0.5
C -0.4401 -2.9826 -5.2767 1.8 1.5 -0.1
C 0.4437 -2.2300 -4.5301 -1.1 -0.1 -1.1
H 0.6883 -2.2982 -3.4295 -0.7 -0.7 -0.9
C -1.3578 0.8503 2.9209 -0.3 -0.8 -1.1
C 1.3964 0.5746 3.3585 0.4 -0.6 -0.4
C 0.3457 2.8542 2.3636 0.6 0.5 -1.0
C 0.2418 -3.6839 0.2411 0.0 0.3 -0.1
C 1.9841 -2.6581 2.2145 0.5 0.2 -0.3
C -0.7595 -2.5063 2.6027 -0.7 0.5 -0.3
C -1.1857 1.8741 -2.6024 -0.1 -0.3 0.0
C 0.2703 3.6618 -1.0082 0.7 -0.4 0.1
C -2.1572 2.6419 -0.0477 -0.1 -0.8 0.3
H -0.6078 -2.9171 -6.4159 0.6 0.4 2.0
H 0.9926 -1.3704 -4.9390 -0.2 -0.6 -0.3
H -1.2444 1.3541 3.8821 -0.1 -0.1 -0.1
H -1.5848 -0.2160 3.0433 -0.2 0.6 0.1
H -2.1534 1.3208 2.3185 0.2 -0.2 0.5
H 1.1492 1.1660 4.2423 0.1 -0.1 -0.1
H 2.4326 0.7852 3.0437 -0.3 -0.1 0.3
H 1.3015 -0.4921 3.6001 0.0 0.5 0.1
H 0.1329 2.9681 3.4306 0.0 0.0 -0.2
H -0.3780 3.4347 1.7784 0.3 -0.1 0.4
H 1.3724 3.2271 2.1569 -0.9 -0.2 0.3
H 0.4190 -4.5684 0.8706 0.0 0.2 -0.3
H 0.9424 -3.6595 -0.6089 -0.2 -0.4 0.2
H -0.7941 -3.6909 -0.1213 0.3 -0.1 -0.1
H 1.8618 -3.6852 2.6062 -0.1 0.5 -0.3
H 2.2018 -1.9871 3.0579 -0.1 -0.3 -0.4
H 2.8575 -2.6462 1.5518 0.0 -0.1 0.2
H -0.5994 -3.5025 3.0413 0.4 0.2 -0.4
H -1.7707 -2.5071 2.1643 0.4 0.1 0.3
H -0.7220 -1.7701 3.4179 0.1 -0.4 -0.3
H -1.6954 2.7939 -2.9172 0.2 -0.2 0.1
H -1.8906 1.0396 -2.6641 0.0 0.0 -0.2
H -0.3369 1.6778 -3.2701 -0.2 0.1 0.0
H -0.3495 4.4189 -1.5072 -0.2 -0.5 0.1
H 1.1778 3.5509 -1.6115 -0.1 0.0 -0.1
H 0.5790 4.0810 -0.0439 -0.1 -0.2 -0.1
H -2.6267 3.4171 -0.6630 0.5 0.0 -0.1
H -1.9850 3.0371 0.9579 0.0 -0.1 -0.4
H -2.8870 1.8328 0.0203 0.1 0.1 0.1
C -4.2358 -1.9171 -0.8522 -1.0 0.1 -1.6
C -3.4445 -2.5714 -1.8033 -0.3 0.5 0.4
C -3.9227 -2.8486 -3.0874 -0.7 0.4 0.3
C -5.2744 -2.4930 -3.3762 0.7 0.2 0.1
C -6.0712 -1.8157 -2.4214 0.0 -0.6 -0.2
C -5.5332 -1.4978 -1.1799 0.2 -0.6 0.2
Se -3.6477 -1.1705 0.7743 0.5 2.0 -0.6
H -3.9278 0.2223 0.0881 0.4 -1.5 1.3
H -2.4301 -2.7762 -1.5050 0.4 -0.3 -0.2
H -3.1985 -3.2744 -3.8159 -1.1 0.2 0.4
H -5.6824 -2.6875 -4.3731 0.1 0.0 0.4
H -7.1413 -1.5998 -2.5927 0.9 0.0 -0.2
H -6.0811 -0.9544 -0.4049 -0.2 -0.2 -0.5
N 5.2982 3.8905 1.7523 -1.0 -0.5 -0.5
C 4.0812 3.2764 1.5979 0.3 2.4 1.7
O 3.1284 3.7521 2.2367 0.9 -1.8 -1.7
C 4.0655 1.9930 0.7705 -1.0 0.1 0.6
C 5.1527 1.1008 0.8345 -0.8 0.2 0.1
C 5.0355 -0.1789 0.2819 0.2 0.0 -0.4
C 3.8819 -0.5211 -0.4064 0.0 1.3 0.2
N 2.8803 0.3878 -0.5134 -0.1 0.6 0.6
C 2.8810 1.6057 0.1222 1.5 -0.1 -1.1
H 5.2628 4.8003 2.2102 0.0 -0.4 0.0
H 5.9262 3.8454 0.9826 0.8 -0.1 -0.4
H 6.0347 1.4485 1.3788 -0.1 -0.4 -0.2
H 5.8575 -0.8741 0.3245 0.1 -0.1 0.1
H 3.6925 -1.4315 -0.9711 0.5 -0.2 0.3
H 2.0489 2.3114 -0.1407 0.8 -0.8 0.8